The following is a quantum chemistry calculation of a molecular structure, C4H10Br2Mn2NO7S, from the Open Molecules 2025 dataset.

Results
Charge: +1
Frontier orbital gap (spin up / spin down): 6.325 / 6.225 eV
Spin multiplicity: 11
LUMO (spin up / spin down): -6.33 / -6.43 eV

Element x y z (Å)
Mn -35.0216 12.5119 -19.4584
Mn -33.9964 15.3794 -18.4246
C -33.8409 14.7770 -21.4207
O -33.9594 14.2068 -20.1140
H -34.7473 15.3022 -21.7311
H -32.9910 15.4614 -21.4790
H -33.6397 14.0121 -22.1764
S -35.7727 12.9155 -16.8400
O -35.1276 13.9386 -17.8824
O -36.0253 11.8310 -17.9088
O -34.7254 12.5817 -15.9336
O -36.9824 13.4271 -16.3246
Br -30.4890 16.8839 -21.1589
C -30.4214 16.9184 -23.1367
C -30.8405 15.5864 -23.6967
Br -30.3751 15.5163 -25.5708
H -29.3960 17.1842 -23.3708
H -31.0596 17.7499 -23.4177
H -31.9122 15.4365 -23.6020
H -30.3123 14.7798 -23.1968
C -35.4512 18.9360 -23.0280
N -34.2930 18.1858 -23.6272
O -33.3234 18.8410 -23.9224
O -34.4176 16.9861 -23.7964
H -35.5523 19.8620 -23.5796
H -35.1924 19.1077 -21.9891
H -36.3291 18.3069 -23.1172

Atomic forces in eV per Å
0.09 0.73 0.24
-0.16 -1.15 -0.78
0.31 -0.04 -0.75
-0.24 0.18 0.51
-0.02 -0.01 0.17
-0.10 0.03 0.20
-0.08 -0.11 0.18
-0.01 -1.13 0.39
0.20 1.27 0.09
0.38 -0.05 -0.06
0.14 -0.18 -0.15
-0.44 0.44 -0.11
-0.11 -0.06 -0.08
0.09 0.44 0.17
0.05 0.01 0.28
-0.09 0.02 -0.03
0.07 -0.19 0.05
-0.14 -0.15 -0.13
-0.01 0.02 -0.14
0.03 -0.05 -0.10
0.13 -0.45 -0.24
-0.53 0.26 -0.20
0.27 -0.10 0.09
0.15 -0.01 0.26
0.04 0.10 0.08
0.00 0.17 0.05
-0.01 0.01 0.01

These are the natural (NBO) partial charges, in e, on atoms 1 to 8:
1 Mn 1.676
2 Mn 1.732
3 C -0.283
4 O -1.083
5 H 0.185
6 H 0.193
7 H 0.190
8 S 2.567